No. 1
ORCA calculation (ωB97M-V/def2-TZVPD) on a 2-piece molecular cluster, C4H12S overall in a non-equilibrium geometry.

Its energy above the lowest of the compared OMol25 structures with the same formula, charge and spin is 204.1 kJ/mol. The LUMO energy comes out at 1.035 eV. The SMILES is CSC.CC.

Structure (ORCA input):
```
! wB97M-V def2-TZVPD RIJCOSX def2/J DEFGRID3
* xyz 0 1
C -1.3579 2.5994 -0.9195
S -0.4480 0.9815 -0.6393
C 1.2978 1.3355 -1.0938
H -2.0655 3.1196 -0.2840
H -0.7417 3.4708 -1.4151
H -1.9834 2.6387 -1.8721
H 1.7097 0.5480 -0.5100
H 1.5788 2.4014 -0.9445
H 1.3968 1.0667 -2.1585
C -0.2105 -2.8727 0.8057
C 0.4907 -1.8060 1.6615
H -0.8856 -2.2861 0.0521
H 0.2950 -3.5860 0.0203
H -0.8559 -3.2876 1.5995
H 1.2600 -1.2249 1.0727
H -0.2100 -0.9889 1.9958
H 0.7298 -2.1094 2.6291
*
```

=====

No. 2
ORCA calculation (ωB97M-V/def2-TZVPD) on a 2-piece molecular cluster, C4H12S overall in a non-equilibrium geometry.

Its energy above the lowest of the compared OMol25 structures with the same formula, charge and spin is 99.8 kJ/mol. The LUMO energy comes out at 0.916 eV. The SMILES is CCS.CC.

Structure (ORCA input):
```
! wB97M-V def2-TZVPD RIJCOSX def2/J DEFGRID3
* xyz 0 1
C 2.8342 -1.0048 -1.2025
C 1.4460 -0.4881 -1.1855
S 1.1290 1.3457 -1.5325
H 3.4386 -0.4385 -0.3958
H 3.3488 -0.6674 -2.0386
H 2.9411 -2.0223 -0.9279
H 0.8268 -1.1201 -1.8288
H 0.9869 -0.6601 -0.1616
H 1.4290 1.5841 -2.8219
C -2.9235 0.7022 1.8672
C -1.6290 0.1059 1.1618
H -2.6204 1.6666 2.4073
H -3.4345 0.0471 2.6116
H -3.6244 0.9906 1.1774
H -0.8379 -0.0758 1.8674
H -2.0687 -0.8627 0.6006
H -1.2420 0.8977 0.4018
*
```

=====

No. 3
ORCA calculation (ωB97M-V/def2-TZVPD) on a 2-piece molecular cluster, C4H12S overall in a non-equilibrium geometry.

Its energy above the lowest of the compared OMol25 structures with the same formula, charge and spin is 33.8 kJ/mol. The LUMO energy comes out at 0.955 eV. The SMILES is CCS.CC.

Structure (ORCA input):
```
! wB97M-V def2-TZVPD RIJCOSX def2/J DEFGRID3
* xyz 0 1
C -1.5789 2.2642 -0.9823
C -0.2033 1.5671 -1.0113
S 1.1637 2.5889 -0.4185
H -2.1689 1.8672 -0.1576
H -2.1127 2.0922 -1.9119
H -1.4875 3.3229 -0.7486
H -0.2649 0.6633 -0.4144
H 0.1420 1.2825 -2.0023
H 0.5866 3.1671 0.6443
C 0.6417 -1.6296 0.7724
C 0.8688 -3.1295 1.0265
H -0.3404 -1.3398 1.1501
H 1.4231 -0.9769 1.1503
H 0.4903 -1.3491 -0.2799
H -0.0351 -3.6654 0.7638
H 1.2377 -3.1801 2.0466
H 1.6377 -3.5451 0.3729
*
```

=====

No. 4
ORCA calculation (ωB97M-V/def2-TZVPD) on a 2-piece molecular cluster, C4H12S overall in a non-equilibrium geometry.

Its energy above the lowest of the compared OMol25 structures with the same formula, charge and spin is 23.8 kJ/mol. The expectation value of S² is 0.75. The LUMO energy (spin up / spin down) comes out at -3.538 / -8.507 eV.

Structure (ORCA input):
```
! wB97M-V def2-TZVPD RIJCOSX def2/J DEFGRID3
* xyz 1 2
C -1.9748 0.4408 2.1126
C -2.8361 -0.4067 1.1986
H -0.9309 0.4432 1.7619
H -2.2209 1.4961 2.1839
H -1.8906 0.0195 3.1145
H -2.4670 -1.4022 0.9692
H -2.9824 0.1002 0.2362
H -3.8641 -0.4020 1.5647
C 1.6746 1.1008 -1.7901
C 0.8195 -1.4240 -0.9909
S 1.2859 0.1733 -0.2937
H 2.0330 2.0818 -1.4943
H 2.4517 0.6076 -2.3765
H 0.7662 1.1102 -2.3949
H 0.9859 -1.3580 -2.0596
H -0.2712 -1.4657 -0.8734
H 1.1871 -2.2916 -0.4545
*
```

=====

No. 5
ORCA calculation (ωB97M-V/def2-TZVPD) on a 2-piece molecular cluster, C4H12S2 overall in a non-equilibrium geometry.

Its energy above the lowest of the compared OMol25 structures with the same formula, charge and spin is 172.3 kJ/mol. The expectation value of S² is 0.75. The LUMO energy (spin up / spin down) comes out at 3.491 / 3.458 eV.

Structure (ORCA input):
```
! wB97M-V def2-TZVPD RIJCOSX def2/J DEFGRID3
* xyz -1 2
C 2.6774 -0.9398 -1.3535
S 1.4179 0.0285 -0.2848
S 1.8525 1.9449 0.4518
H 2.1400 -1.3236 -2.3191
H 2.9550 -1.6947 -0.6068
H 3.4474 -0.2311 -1.4189
H 0.4868 2.3975 0.6602
C -2.6599 0.2805 0.0350
C -3.4992 -1.0033 0.1620
C -2.8505 -2.1769 0.8366
H -2.2915 0.4452 1.0981
H -3.2881 1.1889 -0.0470
H -1.8130 0.2828 -0.7355
H -3.6058 -1.4804 -0.8454
H -4.3939 -0.7098 0.6317
H -3.5891 -2.8920 0.7525
H -1.9940 -2.5118 0.2261
H -2.3877 -2.0076 1.8517
*
```

=====

No. 6
ORCA calculation (ωB97M-V/def2-TZVPD) on a 2-piece molecular cluster, C4H12S2 overall in a non-equilibrium geometry.

Its energy above the lowest of the compared OMol25 structures with the same formula, charge and spin is 98.7 kJ/mol. The LUMO energy comes out at 0.706 eV. The SMILES is CCC.CSS.

Structure (ORCA input):
```
! wB97M-V def2-TZVPD RIJCOSX def2/J DEFGRID3
* xyz 0 1
C 0.7640 0.5723 1.5399
C 1.4482 0.2420 0.1818
C 2.6103 -0.7277 0.4021
H 1.4361 0.7064 2.3871
H 0.0667 1.3248 1.4057
H 0.1572 -0.3227 1.9066
H 0.7656 -0.1506 -0.6063
H 1.9152 1.0950 -0.3480
H 3.0799 -1.0991 -0.5645
H 2.3780 -1.6007 0.9673
H 3.4810 -0.1207 0.9575
C -2.7934 -0.1452 -2.0631
S -2.0982 -1.1057 -0.5777
S -2.6867 0.0635 0.8944
H -1.9622 0.3745 -2.4952
H -3.3810 -0.8051 -2.7909
H -3.4750 0.6341 -1.7382
H -1.7057 1.0649 0.5415
*
```

=====

No. 7
ORCA calculation (ωB97M-V/def2-TZVPD) on C4H13AlNO3 as an isolated structure in a non-equilibrium geometry.

Its energy above the lowest of the compared OMol25 structures with the same formula, charge and spin is 0.0 kJ/mol. The LUMO energy comes out at -9.064 eV.

Structure (ORCA input):
```
! wB97M-V def2-TZVPD RIJCOSX def2/J DEFGRID3
* xyz 1 1
Al 1.4770 2.4999 0.5001
O 3.0803 0.7226 1.7894
H 2.9552 -0.1502 1.3750
O -0.6424 2.9685 -1.1633
H -1.5481 3.3083 -1.0726
C -1.6865 -1.4619 1.3484
C -0.5323 -0.5345 0.9175
C 0.0072 -0.9058 -0.4329
O 1.1622 -0.1266 -0.7442
C 1.4149 -0.2114 -2.1562
N -0.9206 0.8728 0.9915
H -1.9423 -1.2950 2.3930
H -1.5315 -2.5255 1.1785
H -2.5316 -1.1525 0.7254
H 0.2591 -0.7017 1.6574
H -0.7695 -0.6884 -1.1778
H 0.1939 -1.9809 -0.4709
H 1.5751 -1.2545 -2.4397
H 2.3831 0.2709 -2.2828
H 0.6266 0.2068 -2.7804
H -1.4254 1.0680 0.1288
H -1.6041 1.0714 1.7155
*
```

=====

No. 8
ORCA calculation (ωB97M-V/def2-TZVPD) on an isolated molecule of C4H13ClSi2 in a non-equilibrium geometry.

Its energy above the lowest of the compared OMol25 structures with the same formula, charge and spin is 123.6 kJ/mol. The LUMO energy comes out at 0.794 eV. The SMILES is C[Si](C)(C)C[SiH2]Cl.

Structure (ORCA input):
```
! wB97M-V def2-TZVPD RIJCOSX def2/J DEFGRID3
* xyz 0 1
C 0.7443 1.1172 2.0950
Si 0.1618 0.4218 0.2562
C -0.4812 2.0315 -0.6006
C 1.8713 -0.2058 -0.3377
C -1.1148 -0.9899 0.3688
Si -1.6517 -2.1921 -1.5284
Cl -0.1585 -3.4819 -1.4993
H 1.4790 0.5527 2.6970
H 1.1675 2.0725 1.7055
H 0.0209 1.4630 2.7445
H 0.3947 2.7122 -0.5470
H -0.7959 1.8848 -1.5949
H -1.3828 2.4194 -0.0845
H 2.2961 -0.2360 -1.4180
H 2.7305 0.2931 0.0837
H 2.0085 -1.2074 0.1561
H -2.0354 -0.5281 0.6539
H -0.7956 -1.8378 1.0482
H -2.8406 -3.0232 -1.4078
H -1.6183 -1.2659 -2.7906
*
```

=====

No. 9
ORCA calculation (ωB97M-V/def2-TZVPD) on C4H13INb as an isolated structure in a non-equilibrium geometry.

The LUMO energy comes out at 2.723 eV.

Structure (ORCA input):
```
! wB97M-V def2-TZVPD RIJCOSX def2/J DEFGRID3
* xyz -1 1
C 2.2285 -1.1103 0.2047
Nb 1.5400 1.0454 -0.2962
C -0.4846 0.6485 0.7739
C -1.4068 -0.1416 -0.3357
C -2.7012 -0.9346 0.2834
I -2.1347 1.3340 -1.8016
H 2.7455 -1.1601 1.2776
H 2.9501 -1.5244 -0.6516
H 1.2743 -1.8012 0.1655
H 0.8189 0.4048 -1.8688
H 0.9927 2.7088 -0.7558
H 2.2786 1.7287 1.2103
H 3.0935 1.3663 -1.1824
H -0.9587 1.7314 0.9180
H -0.3233 0.0727 1.7801
H -0.7335 -0.9312 -0.8845
H -2.9824 -1.8373 -0.4453
H -3.6564 -0.2199 0.2503
H -2.5405 -1.3801 1.3580
*
```

=====

No. 10
ORCA calculation (ωB97M-V/def2-TZVPD) on a 2-piece molecular cluster, C4H13N overall in a non-equilibrium geometry.

Its energy above the lowest of the compared OMol25 structures with the same formula, charge and spin is 48.3 kJ/mol. The LUMO energy comes out at 1.131 eV. The SMILES is CCN.CC.

Structure (ORCA input):
```
! wB97M-V def2-TZVPD RIJCOSX def2/J DEFGRID3
* xyz 0 1
C -1.8961 -0.2518 0.9531
C -0.9915 -1.3201 1.5275
N -0.5679 -1.0292 2.8888
H -2.4969 0.0778 1.8087
H -2.5810 -0.4190 0.1247
H -1.2959 0.5928 0.5875
H -0.0577 -1.4160 0.9582
H -1.4911 -2.2862 1.5309
H -0.4430 -1.8027 3.5324
H -0.8316 -0.2428 3.4749
C 1.6627 0.3977 -1.7854
C 1.4816 1.7197 -2.5374
H 0.8769 -0.3490 -1.9502
H 2.4943 -0.2165 -2.1672
H 1.9157 0.4545 -0.7307
H 1.4576 1.5485 -3.6124
H 2.2770 2.4124 -2.2760
H 0.4869 2.1300 -2.3274
*
```

=====

No. 11
ORCA calculation (ωB97M-V/def2-TZVPD) on a 2-piece molecular cluster, C4H13N overall in a non-equilibrium geometry.

Its energy above the lowest of the compared OMol25 structures with the same formula, charge and spin is 155.9 kJ/mol. The LUMO energy comes out at 1.053 eV. The SMILES is CCN.CC.

Structure (ORCA input):
```
! wB97M-V def2-TZVPD RIJCOSX def2/J DEFGRID3
* xyz 0 1
C 0.4160 -0.3851 3.2671
C 1.0262 0.0779 1.9115
N 0.1694 0.2126 0.7979
H -0.3661 -1.0660 2.7888
H 1.1180 -0.8717 3.9810
H -0.0700 0.1890 4.0370
H 1.5330 1.0734 2.2553
H 1.7976 -0.5907 1.5573
H 0.5892 -0.0638 -0.1120
H -0.7706 0.0710 0.8091
C -0.4521 0.5310 -3.5196
C -1.0529 -0.3507 -2.2452
H 0.6295 0.3591 -3.6481
H -0.6788 1.5875 -3.5122
H -1.0351 0.2739 -4.3753
H -1.9984 -0.9071 -2.5616
H -0.2044 -1.0537 -1.8931
H -1.3532 0.2725 -1.3947
*
```

=====

No. 12
ORCA calculation (ωB97M-V/def2-TZVPD) on an isolated ion of composition C4H13N2 and charge +1 in a non-equilibrium geometry.

Its energy above the lowest of the compared OMol25 structures with the same formula, charge and spin is 164.6 kJ/mol. The LUMO energy comes out at -3.617 eV. The SMILES is CNC[C@H](C)[NH3+].

Structure (ORCA input):
```
! wB97M-V def2-TZVPD RIJCOSX def2/J DEFGRID3
* xyz 1 1
C 0.6475 1.8503 1.4755
N -0.5549 0.9991 1.2969
C -0.7480 0.6195 -0.1109
C -0.2882 -0.8856 -0.2321
C 1.1920 -1.1497 -0.3356
N -0.9221 -1.4981 -1.4712
H 0.6769 2.5985 0.6733
H 1.5889 1.3186 1.4247
H 0.6271 2.3667 2.4292
H -1.3734 1.5322 1.5581
H -1.7740 0.6884 -0.4896
H -0.0781 1.2344 -0.7360
H -0.6266 -1.2561 0.7494
H 1.4233 -2.1451 0.0347
H 1.7240 -0.7964 -1.2287
H 1.7551 -0.4660 0.3181
H -0.3780 -2.3009 -1.7970
H -1.0232 -0.8610 -2.2652
H -1.8684 -1.8485 -1.2935
*
```

=====

No. 13
ORCA calculation (ωB97M-V/def2-TZVPD) on C4H13N2 as an isolated structure in a non-equilibrium geometry.

Its energy above the lowest of the compared OMol25 structures with the same formula, charge and spin is 165.9 kJ/mol. The LUMO energy comes out at -2.939 eV.

Structure (ORCA input):
```
! wB97M-V def2-TZVPD RIJCOSX def2/J DEFGRID3
* xyz 1 1
C 2.2033 -0.1233 0.7225
C 0.6192 -0.3331 0.4852
C -0.1182 0.9896 0.3256
C -1.6284 0.7166 0.1555
N -1.8320 -0.0188 -1.1090
N 0.3373 -1.0912 -0.7500
H 2.8844 -0.3848 -0.1720
H 2.7317 -0.8855 1.4282
H 2.4747 0.8382 1.1241
H 0.0444 -0.8203 1.3230
H 0.1664 1.4820 1.3031
H 0.1827 1.7191 -0.4580
H -2.2049 1.6075 0.5159
H -2.0025 0.0565 1.0251
H -1.5744 0.5412 -1.9142
H -2.7504 -0.4475 -1.1133
H 0.3198 -2.0624 -0.5362
H 1.1224 -1.0025 -1.3929
H -0.9756 -0.7813 -0.9624
*
```